Formula: C34H67N2O22P
Source: the Open Molecules 2025 dataset
Level of theory: ωB97M-V/def2-TZVPD

Positions of all 126 atoms, in Å:
H1 -2.117 -1.763 -0.988
C1 -1.129 -2.014 -0.604
O1 3.925 3.231 -5.395
H2 1.138 3.190 -5.634
H3 -0.382 0.373 10.405
O2 -7.977 -6.347 -3.485
C2 1.491 0.253 9.190
H4 0.766 -2.877 -5.925
H5 -9.596 -8.533 -3.776
H6 3.997 -0.929 -4.499
H7 -4.574 -4.672 -3.719
C3 -9.411 -6.395 -3.456
H8 1.809 -5.212 -8.422
H9 3.329 1.565 6.279
H10 -6.427 -4.660 -2.020
O3 4.402 2.752 7.745
C4 4.392 5.260 7.240
C5 4.141 1.483 7.101
H11 0.098 -0.893 3.455
H12 0.683 -0.965 0.011
H13 -7.369 -7.215 -6.597
O4 -1.604 -5.083 -5.971
H14 7.471 3.912 -4.137
O5 0.418 5.102 7.811
O6 2.802 0.860 9.197
H15 2.406 6.543 8.159
H16 6.743 6.271 -4.830
H17 5.585 5.106 -6.734
O7 3.412 5.839 6.345
O8 -2.873 -2.599 -2.791
H18 -0.146 2.417 3.174
H19 1.671 3.070 -3.218
H20 -1.187 -1.886 2.726
O9 -0.225 6.697 6.366
H21 1.277 1.428 -5.769
H22 2.464 -0.742 -5.384
O10 -4.812 -2.473 -1.724
H23 3.004 2.395 -4.136
C6 -6.246 -2.522 -1.697
C7 -4.062 -2.832 -2.782
C8 2.704 -5.047 -6.488
H24 5.770 3.384 -7.146
H25 -7.743 -8.548 -5.479
C9 -7.869 -7.480 -5.663
H26 4.237 3.459 5.782
C10 -0.382 -1.180 2.516
O11 1.600 3.489 6.608
O12 -1.023 0.130 0.545
H27 6.839 4.244 -2.541
H28 -1.043 2.338 6.531
O13 5.390 4.060 -3.955
H29 1.728 4.767 4.768
H30 6.951 4.145 -6.111
H31 5.372 5.853 7.179
N1 0.059 7.652 5.421
H32 -0.830 -2.773 -5.230
H33 1.581 -0.742 9.775
C11 1.592 -4.729 -7.467
O14 -1.451 3.188 6.237
H34 3.528 0.653 -5.066
H35 -5.754 -3.378 -4.048
C12 4.773 3.756 6.744
C13 2.413 -0.113 -3.351
H36 -0.209 -0.213 -1.290
H37 -6.563 -1.800 -0.943
H38 2.522 -4.594 -5.512
H39 -6.669 -2.185 -2.645
N2 0.136 2.367 4.162
C14 3.136 -0.277 -4.660
H40 -0.622 -2.654 -1.329
H41 -1.282 -2.585 0.315
H42 6.115 6.520 -3.210
O15 0.342 -5.271 -7.018
H43 2.331 7.597 6.661
C15 6.714 4.485 -3.598
C16 5.006 3.747 -5.203
C17 1.359 4.032 7.911
H44 2.775 -6.126 -6.328
H45 -8.923 -7.253 -5.806
H46 -0.254 1.764 9.195
O16 -6.040 -6.475 -4.555
C18 3.643 0.340 8.137
C19 -4.700 -3.604 -3.902
C20 0.357 1.112 9.929
H47 -9.836 -6.058 -4.403
C21 -0.960 0.054 1.883
H48 5.908 3.631 6.593
H49 -4.199 -3.337 -4.835
C22 1.042 2.249 -5.087
P1 -0.407 3.657 4.948
H50 4.563 -0.167 8.618
H51 5.091 1.065 6.609
C23 -9.900 -7.772 -3.054
C24 -0.493 -4.644 -6.167
H52 -6.309 -4.191 -0.333
O17 2.346 -1.030 -2.562
C25 1.950 2.243 -3.874
C26 6.873 5.981 -3.785
O18 0.025 8.703 6.006
H53 -0.001 2.122 -4.785
H54 -9.474 -8.062 -2.090
H55 -7.824 -3.916 -1.223
H56 3.096 -0.511 7.575
C27 0.008 -3.453 -5.399
C28 5.891 4.129 -6.356
C29 0.893 5.823 6.622
H57 7.862 6.307 -3.457
O19 1.841 3.759 9.015
H58 1.109 0.072 8.112
H59 0.399 -3.786 -4.436
H60 -2.203 4.178 3.839
C30 -7.228 -6.707 -4.544
H61 0.755 1.805 10.749
C31 -0.325 -0.755 -0.350
H62 1.506 -3.661 -7.673
O20 -1.326 4.638 3.888
C32 1.104 4.529 5.683
H63 0.385 -1.664 1.916
O21 -1.432 0.937 2.568
H64 -9.726 -5.672 -2.701
C33 2.324 6.497 7.024
O22 1.772 1.038 -3.105
H65 -10.990 -7.786 -2.977
H66 3.663 -4.683 -6.864
H67 4.059 5.149 8.324
C34 -6.734 -3.901 -1.298

Values from the calculation:
Molar mass: 886.9 u
SMILES string: CCOCCOCCOC[C@]1(ON=O)OC(=O)O[C@H]1P(=N)(O)O.CCOC(C)=O.CCOC(C)=O.CCOC(C)=O.CCOC(C)=O.CCOC(C)=O.CCOC(C)=O
E: -93650.8504 eV
Frontier orbital gap: 7.52 eV